Formula: C20H24ClN3O2
Source: the OMol25 dataset
Level of theory: the ωB97M-V functional and the def2-TZVPD basis

Output
* ΔE to the lowest compared entry with this formula, charge and spin: 41.0 kcal per mole
* SMILES: C[C@@H](NC(=O)CCc1nnc(C2(c3ccc(Cl)cc3)CCC2)o1)C1CC1
* HOMO-LUMO gap: 0.35925 Eh
* HOMO energy: -9.2 eV
* E: -1551.4275 hartree

Last column: Löwdin charge in e.
Geometry (Å):
C: -4.696 -1.054 -0.707  -0.036
H: -3.852 -1.477 -1.248  0.078
H: -4.874 -1.650 0.184  0.078
H: -5.577 -1.098 -1.341  0.079
C: -4.399 0.395 -0.330  -0.341
N: -3.205 0.450 0.494  0.107
C: -3.152 1.111 1.658  -0.504
O: -4.097 1.684 2.163  0.049
C: -1.778 1.108 2.337  -0.078
H: -1.928 1.522 3.334  0.119
H: -1.126 1.789 1.785  0.126
C: -1.120 -0.278 2.459  -0.085
C: -0.282 -0.623 1.286  -0.318
N: -0.640 -0.733 0.048  0.087
N: 0.460 -1.046 -0.669  0.134
C: 1.445 -1.109 0.163  -0.306
O: 1.041 -0.853 1.431  0.160
C: 2.861 -1.429 -0.125  -0.314
C: 3.730 -0.198 -0.058  -0.146
C: 5.114 -0.329 -0.137  -0.023
C: 5.939 0.778 -0.098  -0.093
C: 5.381 2.042 0.015  -0.677
C: 4.007 2.197 0.077  -0.091
C: 3.192 1.079 0.037  -0.008
H: 2.123 1.222 0.068  0.115
H: 3.576 3.183 0.153  0.107
Cl: 6.406 3.431 0.068  0.674
H: 7.010 0.665 -0.158  0.107
H: 5.559 -1.306 -0.238  0.118
C: 3.042 -2.265 -1.418  -0.085
H: 2.105 -2.439 -1.939  0.105
H: 3.763 -1.838 -2.110  0.117
C: 3.557 -3.450 -0.589  -0.142
H: 4.592 -3.718 -0.790  0.103
H: 2.946 -4.347 -0.659  0.105
C: 3.355 -2.647 0.703  -0.087
H: 2.596 -3.052 1.369  0.115
H: 4.255 -2.453 1.283  0.112
H: -0.470 -0.301 3.336  0.125
H: -1.896 -1.037 2.583  0.134
H: -2.368 0.021 0.111  0.088
C: -4.209 1.254 -1.564  -0.267
C: -5.383 1.968 -2.162  -0.114
C: -4.326 2.744 -1.439  -0.109
H: -3.657 3.365 -2.015  0.096
H: -4.566 3.144 -0.466  0.101
H: -6.344 1.852 -1.683  0.101
H: -5.442 2.051 -3.237  0.095
H: -3.458 0.869 -2.244  0.140
H: -5.212 0.805 0.279  0.147

Cartesian forces (eV/Å) of the 2 atoms listed first:
C -0.1 0.3 0.1
H 0.1 -0.1 -0.1

Formula: C20H24F2N2O3
Source: the OMol25 dataset
Level of theory: the ωB97M-V functional and the def2-TZVPD basis

Output
* ΔE to the lowest compared entry with this formula, charge and spin: 3.4 kcal per mole
* SMILES: CN(CCCC1CCCC1)C(=O)c1cc(COc2ccc(F)cc2F)on1
* HOMO-LUMO gap: 0.35236 Eh
* HOMO energy: -8.9 eV
* E: -1311.4223 hartree

Last column: Löwdin charge in e.
Geometry (Å):
C: -3.894 -2.197 1.104  -0.033
N: -3.691 -1.805 -0.268  -0.094
C: -2.520 -1.480 -0.849  -0.410
O: -2.430 -1.210 -2.038  0.060
C: -1.271 -1.450 -0.037  -0.165
N: -1.159 -1.347 1.266  0.101
O: 0.154 -1.285 1.563  0.042
C: 0.871 -1.355 0.429  -0.208
C: 0.020 -1.456 -0.632  0.082
H: 0.241 -1.519 -1.675  0.127
C: 2.357 -1.299 0.527  -0.096
O: 2.771 -0.086 -0.082  -0.006
C: 4.087 0.240 -0.130  -0.206
C: 5.167 -0.500 0.351  -0.189
C: 6.470 -0.048 0.239  0.069
C: 6.703 1.170 -0.366  -0.280
C: 5.662 1.938 -0.859  -0.006
C: 4.372 1.468 -0.737  0.013
H: 3.538 2.039 -1.109  0.127
H: 5.867 2.886 -1.328  0.120
F: 7.969 1.615 -0.476  0.063
H: 7.280 -0.647 0.623  0.134
F: 4.992 -1.703 0.952  0.058
H: 2.793 -2.161 0.006  0.145
H: 2.643 -1.328 1.585  0.144
C: -4.884 -1.795 -1.094  -0.153
C: -5.783 -0.577 -0.860  -0.163
C: -5.080 0.754 -1.154  -0.166
C: -4.348 1.357 0.049  -0.314
C: -5.314 1.769 1.180  -0.164
C: -4.872 3.167 1.611  -0.197
H: -5.676 3.732 2.080  0.105
H: -4.041 3.098 2.315  0.112
C: -4.389 3.790 0.306  -0.198
H: -3.783 4.681 0.461  0.105
H: -5.245 4.058 -0.315  0.110
C: -3.602 2.651 -0.341  -0.156
H: -2.589 2.632 0.062  0.112
H: -3.528 2.765 -1.422  0.109
H: -5.300 1.068 2.014  0.104
H: -6.335 1.817 0.794  0.113
H: -3.626 0.630 0.426  0.118
H: -5.819 1.481 -1.501  0.118
H: -4.365 0.597 -1.962  0.109
H: -6.164 -0.581 0.162  0.099
H: -6.640 -0.688 -1.528  0.112
H: -4.553 -1.802 -2.135  0.122
H: -5.449 -2.712 -0.893  0.124
H: -4.603 -1.519 1.583  0.086
H: -2.959 -2.161 1.652  0.063
H: -4.307 -3.209 1.137  0.097

Cartesian forces (eV/Å) of the 2 atoms listed first:
C 0.1 -0.1 0.3
N -0.1 -0.1 -0.1

Formula: C20H24FN3O2
Source: the OMol25 dataset
Level of theory: the ωB97M-V functional and the def2-TZVPD basis

Output
* ΔE to the lowest compared entry with this formula, charge and spin: 28.4 kcal per mole
* SMILES: COc1ccccc1N1CCN(CCC(=O)Nc2ccc(F)cc2)CC1
* HOMO-LUMO gap: 0.29746 Eh
* HOMO energy: -7.5 eV
* E: -1191.1270 hartree

Last column: Löwdin charge in e.
Geometry (Å):
C: -6.290 0.118 -1.304  -0.087
H: -6.864 -0.098 -0.396  0.096
H: -6.598 1.089 -1.706  0.097
H: -6.488 -0.656 -2.044  0.094
O: -4.906 0.069 -1.071  -0.112
C: -4.344 1.000 -0.230  -0.197
C: -5.090 1.928 0.476  -0.032
C: -4.475 2.883 1.273  -0.101
C: -3.100 2.910 1.360  -0.100
C: -2.345 1.972 0.676  -0.027
C: -2.932 0.992 -0.121  -0.155
N: -2.186 0.088 -0.874  -0.089
C: -0.767 0.286 -1.056  -0.146
C: 0.073 -0.382 0.040  -0.158
N: -0.238 -1.801 0.090  -0.171
C: 0.583 -2.519 1.049  -0.193
C: 2.011 -2.702 0.522  -0.082
C: 2.892 -1.509 0.854  -0.492
O: 2.855 -0.951 1.927  0.071
N: 3.739 -1.164 -0.163  0.122
C: 4.705 -0.154 -0.200  -0.223
C: 5.463 -0.025 -1.364  -0.025
C: 6.433 0.951 -1.469  -0.012
C: 6.640 1.801 -0.398  -0.284
C: 5.901 1.694 0.765  0.001
C: 4.931 0.715 0.865  -0.001
H: 4.347 0.617 1.764  0.101
H: 6.087 2.373 1.583  0.120
F: 7.589 2.758 -0.494  0.051
H: 7.025 1.058 -2.364  0.118
H: 5.291 -0.697 -2.194  0.111
H: 3.683 -1.714 -1.010  0.139
H: 2.458 -3.567 1.018  0.126
H: 1.973 -2.891 -0.550  0.116
H: 0.629 -2.011 2.026  0.127
H: 0.131 -3.503 1.194  0.119
C: -1.658 -1.977 0.343  -0.167
C: -2.466 -1.328 -0.785  -0.138
H: -3.528 -1.490 -0.622  0.114
H: -2.179 -1.789 -1.736  0.128
H: -1.877 -3.047 0.376  0.120
H: -1.957 -1.528 1.308  0.134
H: 1.131 -0.255 -0.197  0.113
H: -0.117 0.096 1.017  0.128
H: -0.542 1.350 -1.119  0.122
H: -0.504 -0.179 -2.013  0.127
H: -1.272 2.011 0.777  0.097
H: -2.604 3.651 1.969  0.100
H: -5.078 3.600 1.809  0.099
H: -6.165 1.930 0.402  0.100

Cartesian forces (eV/Å) of the 2 atoms listed first:
C -0.2 0.0 0.0
H 0.0 0.0 0.0